Entry 1:
ORCA calculation (ωB97M-V with the def2-TZVPD basis set) on 2 unconnected molecules or ions with the total composition C3H7NO2.

Output
M: 89.1 g/mol
orbital gap: 11.009 eV
HOMO energy: -10.34 eV
SMILES string: [H]/N=C\OCC=O.[H][H]
net charge: 0
max |F|: 0.55 eV/A
energy above the lowest of the compared OMol25 structures with the same formula, charge and spin: 68.9 kcal/mol

Each line ends with the natural charge from an NBO analysis.
Positions of all 13 atoms, in Å:
H (0.4974, -0.5493, 1.3260)  0.3461
N (-0.4905, -0.5959, 1.5744)  -0.6951
C (-1.2728, -0.7323, 0.5933)  0.4063
O (-1.0077, -0.8365, -0.7358)  -0.4945
C (0.3571, -0.8458, -1.1109)  -0.1967
C (1.0068, 0.5192, -0.9430)  0.4077
O (2.1645, 0.6575, -0.6377)  -0.4981
H (-2.3501, -0.7826, 0.7440)  0.1717
H (0.3642, -1.1056, -2.1744)  0.2280
H (0.9335, -1.5998, -0.5621)  0.2046
H (0.3389, 1.3820, -1.1445)  0.1244
H (-0.1706, 2.5637, 1.3716)  -0.0162
H (-0.3706, 1.9253, 1.6991)  0.0118



Entry 2:
ORCA calculation (ωB97M-V with the def2-TZVPD basis set) on a single C4H10F2NOPS molecule.

Output
M: 189.2 g/mol
orbital gap: 8.952 eV
HOMO energy: -8.90 eV
SMILES string: CO[P@](=S)(C(F)F)N(C)C
net charge: 0
max |F|: 5.30 eV/A
energy above the lowest of the compared OMol25 structures with the same formula, charge and spin: 45.5 kcal/mol

Each line ends with the natural charge from an NBO analysis.
Positions of all 20 atoms, in Å:
C (2.3936, -0.2002, 0.0658)  -0.2332
O (1.4459, 0.0156, 1.0368)  -0.8052
P (-0.0784, -0.4534, 1.0837)  1.4371
S (-0.7686, -0.2521, 2.8723)  -0.4447
C (0.0351, -2.3015, 0.4852)  0.2856
F (-0.5632, -3.1670, 1.3838)  -0.3398
F (1.2884, -2.7916, 0.3977)  -0.3441
N (-1.1734, 0.4960, -0.6039)  -0.5598
C (-2.1623, 1.2207, 0.0472)  -0.4342
C (-0.3103, 1.2930, -1.4202)  -0.4509
H (2.2923, 0.5278, -0.6967)  0.1742
H (2.2923, -1.0844, -0.3522)  0.1854
H (3.3869, 0.0892, 0.5147)  0.2019
H (-0.3625, -2.5684, -0.4698)  0.1633
H (-1.8310, 2.0286, 0.8775)  0.1553
H (-2.6177, 1.8546, -0.6278)  0.2013
H (-2.8787, 0.6091, 0.5319)  0.2122
H (0.1902, 0.6611, -2.2205)  0.2051
H (-0.9203, 2.0760, -2.0374)  0.2054
H (0.3419, 1.9470, -0.8681)  0.1849



Entry 3:
ORCA calculation (ωB97M-V with the def2-TZVPD basis set) on a molecular structure, C4H4N2OS.

Output
M: 128.2 g/mol
orbital gap: 7.365 eV
HOMO energy: -8.47 eV
net charge: 0
max |F|: 8.54 eV/A
energy above the lowest of the compared OMol25 structures with the same formula, charge and spin: 109.2 kcal/mol

Each line ends with the natural charge from an NBO analysis.
Positions of all 12 atoms, in Å:
C (-2.3041, -0.6298, 0.0820)  0.1760
C (-1.0030, -0.1201, 0.3948)  -0.0307
C (1.3063, 0.0052, -0.0374)  0.1358
C (-0.6438, 1.2703, 0.2354)  0.0412
H (-3.6324, 0.6703, -0.3023)  0.4566
H (-2.3613, -1.7452, -0.1618)  0.1920
H (0.2542, -1.8807, 1.1330)  0.4458
H (-1.1828, 2.2549, 0.2143)  0.2331
N (0.1555, -0.8521, 0.3120)  -0.6269
N (0.6905, 1.4006, 0.0449)  -0.4172
O (-3.6270, -0.1751, -0.4609)  -0.6291
S (2.8677, -0.3057, -0.2339)  0.0236



Entry 4:
ORCA calculation (ωB97M-V with the def2-TZVPD basis set) on 2 unconnected molecules or ions with the total composition C4H10NO3.

Output
M: 120.1 g/mol
orbital gap: 7.473 eV
HOMO energy: -3.62 eV
net charge: -1
max |F|: 5.36 eV/A
energy above the lowest of the compared OMol25 structures with the same formula, charge and spin: 66.0 kcal/mol

Each line ends with the natural charge from an NBO analysis.
Positions of all 18 atoms, in Å:
C (-1.1931, -0.7056, -1.7022)  0.4671
N (-0.5903, -0.7588, -0.4829)  -0.7769
C (-0.7030, -0.1999, 1.9203)  -0.6229
C (-0.6616, 0.3481, 0.4754)  -0.0992
C (0.4780, 1.4139, 0.1873)  -0.0646
O (1.6161, 1.5206, 1.1473)  -0.7643
O (-1.4824, 0.3099, -2.3706)  -0.7545
H (-1.4658, -1.6113, -2.0806)  0.0776
H (2.0588, 0.6222, 1.1577)  0.4549
H (-0.2320, -1.2479, 1.9954)  0.2084
H (-1.7802, -0.5286, 2.0997)  0.1976
H (-0.2707, 0.3331, 2.7204)  0.2030
H (-1.5544, 0.8957, 0.3377)  0.1767
H (0.2471, 2.4481, 0.3779)  0.1632
H (0.8447, 1.3220, -0.7764)  0.1775
H (1.5779, -1.7159, -2.3899)  0.4564
H (1.1907, -1.0190, -1.0572)  0.5030
O (1.9201, -1.4267, -1.5595)  -1.0030



Entry 5:
ORCA calculation (ωB97M-V with the def2-TZVPD basis set) on 5 unconnected molecules or ions with the total composition C34H29Cl2F3NO10S.

Output
M: 771.6 g/mol
orbital gap: 4.368 eV
HOMO energy: -11.12 eV
net charge: +1
max |F|: 9.32 eV/A
energy above the lowest of the compared OMol25 structures with the same formula, charge and spin: 175.0 kcal/mol

Each line ends with the Löwdin charge.
Positions of all 80 atoms, in Å:
C (4.9710, -4.1072, 4.5499)  0.0496
C (5.0258, -4.6324, 3.1307)  -0.1113
C (6.0855, -3.9192, 2.1020)  -0.1988
C (5.4666, -3.2314, 0.7225)  -0.0425
S (3.7096, -2.7391, 0.2979)  0.9220
O (3.0103, -2.1819, 1.5608)  -0.2678
O (2.9869, -4.0653, -0.1615)  -0.2942
C (3.5791, -1.5762, -1.2003)  -0.2358
F (4.5615, -1.9774, -2.2752)  0.0138
F (2.1948, -1.8207, -1.7542)  0.0319
F (3.6594, -0.1392, -0.8440)  0.0346
N (6.5925, -3.1123, -0.0731)  0.0693
C (7.9532, -3.6195, 0.4469)  -0.4996
Cl (9.0066, -2.3772, 1.4050)  0.6006
C (7.3784, -4.7514, 1.5338)  -0.2275
C (6.8635, -6.0898, 0.7139)  -0.1532
C (7.3834, -7.5122, 1.3446)  -0.2507
C (6.5337, -8.0509, 2.6390)  -0.5045
Cl (7.7407, -8.0369, 4.0924)  0.4360
H (3.9526, -4.0821, 5.1421)  0.0975
H (5.9632, -3.7082, 5.0564)  0.0956
H (4.2923, -5.4947, 2.8324)  0.1144
H (6.5968, -3.1128, 2.7944)  0.1520
H (6.7035, -2.7237, -1.0466)  0.1812
H (8.4140, -4.0430, -0.5639)  0.1616
H (8.1987, -4.9526, 2.3677)  0.1704
H (5.6819, -6.0253, 0.6676)  0.1286
H (7.3126, -6.0279, -0.3901)  0.1290
H (7.2855, -8.3386, 0.5016)  0.1282
H (8.5217, -7.4074, 1.5952)  0.1056
H (5.6275, -7.3820, 2.9564)  0.0578
H (6.1035, -9.1485, 2.4531)  0.1097
C (-2.4671, 0.8108, -4.2315)  0.0302
C (-3.2789, 0.4840, -3.2213)  0.0318
C (-2.7998, -0.3281, -2.0854)  -0.3690
O (-3.5427, -0.6293, -1.1614)  0.0892
C (-1.3893, -0.7635, -2.1084)  0.0261
C (-0.5775, -0.4367, -3.1186)  0.0156
C (-1.0565, 0.3754, -4.2544)  -0.3798
O (-0.3137, 0.6766, -5.1785)  0.1018
H (-2.8027, 1.4051, -5.0725)  0.1264
H (-4.3159, 0.7963, -3.1894)  0.1251
H (-1.0537, -1.3578, -1.2673)  0.1192
H (0.4595, -0.7490, -3.1504)  0.1000
C (-8.2602, 2.0990, 0.9286)  0.0236
C (-8.4199, 1.3365, 2.0146)  0.0315
C (-7.5267, 0.1929, 2.2858)  -0.3825
O (-7.6734, -0.5067, 3.2786)  0.0998
C (-6.4498, -0.0744, 1.3118)  0.0289
C (-6.2901, 0.6881, 0.2257)  0.0241
C (-7.1833, 1.8317, -0.0455)  -0.3779
O (-7.0367, 2.5313, -1.0382)  0.0830
H (-8.9070, 2.9410, 0.7143)  0.1048
H (-9.2045, 1.5201, 2.7389)  0.1266
H (-5.8031, -0.9164, 1.5260)  0.1233
H (-5.5056, 0.5045, -0.4985)  0.0901
C (2.7863, 2.8260, -1.1216)  0.0167
C (3.8518, 3.6130, -0.9439)  0.0253
C (3.7046, 5.0684, -0.7451)  -0.3801
O (4.6794, 5.7898, -0.5844)  0.1083
C (2.3350, 5.6197, -0.7486)  0.0282
C (1.2694, 4.8327, -0.9263)  0.0271
C (1.4167, 3.3774, -1.1252)  -0.3774
O (0.4419, 2.6560, -1.2859)  0.0960
H (2.8767, 1.7568, -1.2695)  0.0878
H (4.8628, 3.2237, -0.9380)  0.1201
H (2.2445, 6.6889, -0.6008)  0.1270
H (0.2584, 5.2220, -0.9323)  0.1260
C (-9.9623, 8.0268, -0.7565)  0.0237
C (-10.1220, 7.2643, 0.3295)  0.0222
C (-9.2288, 6.1207, 0.6007)  -0.3807
O (-9.3754, 5.4211, 1.5935)  0.0886
C (-8.1519, 5.8534, -0.3733)  0.0225
C (-7.9922, 6.6159, -1.4593)  0.0289
C (-8.8854, 7.7595, -1.7306)  -0.3827
O (-8.7387, 8.4591, -2.7233)  0.1020
H (-10.6090, 8.8688, -0.9708)  0.1238
H (-10.9066, 7.4479, 1.0538)  0.1230
H (-7.5052, 5.0114, -0.1591)  0.1040
H (-7.2076, 6.4323, -2.1836)  0.1247



Entry 6:
ORCA calculation (ωB97M-V with the def2-TZVPD basis set) on a molecular structure, C41H46CoGeN8O7S.

Output
M: 926.5 g/mol
orbital gap: 7.191 eV
HOMO energy: -10.70 eV
net charge: +1
max |F|: 0.87 eV/A

Each line ends with the Löwdin charge.
Positions of all 105 atoms, in Å:
Co (0.2456, 1.1903, 1.2459)  0.7159
O (-0.5751, 4.4618, 0.1795)  -0.0372
C (-0.3855, 3.7425, -1.0163)  -0.1787
C (0.9745, 3.0875, -1.0057)  -0.1818
C (1.8103, 3.3687, -2.0776)  0.0021
C (3.1115, 2.9019, -2.1023)  -0.0038
C (3.5726, 2.2014, -1.0035)  -0.0115
C (2.6883, 1.9244, 0.0134)  -0.1136
N (1.4007, 2.2948, 0.0084)  0.0970
H (-1.5142, 4.4908, 0.3863)  0.1024
H (-0.4017, 4.4374, -1.8582)  0.1277
H (-1.1606, 2.9944, -1.2011)  0.1079
H (1.4324, 3.9902, -2.8778)  0.1252
H (3.7588, 3.1104, -2.9433)  0.1274
H (4.5872, 1.8363, -0.9380)  0.1262
H (3.0200, 1.3600, 0.8796)  0.1146
O (3.8714, -0.9070, -2.3707)  -0.2773
S (3.0079, -1.7275, -1.5765)  0.6496
O (2.3086, -2.8220, -2.1768)  -0.2750
N (1.9476, -0.7537, -0.7514)  0.0477
C (2.2272, -0.7645, 0.5050)  -0.4845
O (1.6640, -0.0488, 1.4261)  -0.1638
C (3.3529, -1.6423, 0.9463)  -0.1371
C (3.8767, -1.8340, 2.2135)  -0.0100
C (4.9438, -2.7155, 2.3499)  -0.0510
C (5.4704, -3.3746, 1.2429)  -0.0464
C (4.9528, -3.1648, -0.0318)  -0.0111
C (3.8936, -2.2906, -0.1441)  -0.2027
H (3.4807, -1.3064, 3.0734)  0.1111
H (5.3761, -2.8879, 3.3264)  0.1123
H (6.3010, -4.0549, 1.3752)  0.1149
H (5.3660, -3.6650, -0.8972)  0.1299
O (-1.5430, 1.9438, 1.1670)  -0.0252
C (-1.7960, 1.1639, 0.1910)  -0.5774
O (-0.7911, 0.5394, -0.2739)  0.0017
C (-3.1913, 1.0067, -0.3060)  -0.1402
C (-3.3528, 0.6201, -1.7690)  -0.2305
Ge (-2.5104, -1.0406, -2.4184)  1.0154
C (-2.3164, -2.3672, -0.9984)  -0.2595
C (-1.1174, -3.0568, -0.8233)  -0.0818
C (-1.0365, -4.1224, 0.0662)  -0.0782
C (-2.1525, -4.5086, 0.7979)  -0.1136
C (-3.3469, -3.8119, 0.6552)  -0.1114
C (-3.4234, -2.7477, -0.2352)  -0.1339
C (-0.9103, -0.7443, -3.4773)  -0.2747
C (-0.4572, -1.7973, -4.2707)  -0.1037
C (0.6004, -1.6194, -5.1496)  -0.0711
C (1.2099, -0.3784, -5.2584)  -0.0751
C (0.7650, 0.6800, -4.4787)  -0.0851
C (-0.2820, 0.4937, -3.5887)  -0.1078
C (-3.8141, -1.7514, -3.7071)  -0.2721
C (-4.5253, -2.9350, -3.5284)  -0.1025
C (-5.4734, -3.3461, -4.4578)  -0.0835
C (-5.7342, -2.5687, -5.5759)  -0.0855
C (-5.0288, -1.3885, -5.7741)  -0.0827
C (-4.0785, -0.9885, -4.8475)  -0.1107
H (-3.7165, 1.9365, -0.0729)  0.1314
H (-3.6349, 0.2422, 0.3431)  0.1246
H (-3.0286, 1.4354, -2.4222)  0.0739
H (-4.4171, 0.4817, -1.9621)  0.0788
H (-0.2445, -2.7845, -1.4038)  0.0816
H (-0.1058, -4.6693, 0.1603)  0.1076
H (-2.0998, -5.3623, 1.4630)  0.1051
H (-4.2241, -4.1158, 1.2136)  0.1081
H (-4.3759, -2.2422, -0.3682)  0.1084
H (-0.9425, -2.7661, -4.2164)  0.1106
H (0.9484, -2.4500, -5.7494)  0.1100
H (2.0337, -0.2374, -5.9454)  0.1073
H (1.2390, 1.6505, -4.5677)  0.0931
H (-0.6165, 1.3264, -2.9765)  0.0779
H (-4.3270, -3.5644, -2.6686)  0.0887
H (-6.0087, -4.2751, -4.3080)  0.1036
H (-6.4774, -2.8847, -6.2963)  0.1041
H (-5.2167, -0.7858, -6.6536)  0.1042
H (-3.5135, -0.0794, -5.0328)  0.1023
C (1.8332, 1.3908, 3.7479)  -0.1511
N (0.8065, 2.1290, 2.9272)  -0.0893
C (-0.4125, 2.3099, 3.8175)  -0.1362
N (-0.0882, 2.9918, 5.0452)  -0.0763
C (0.9189, 2.2203, 5.7722)  -0.1467
N (2.1433, 2.0764, 4.9804)  -0.0748
C (2.6583, 3.4123, 4.6736)  -0.1485
N (1.6734, 4.1962, 3.9314)  -0.0750
C (1.3638, 3.5217, 2.6951)  -0.1350
C (0.4585, 4.3125, 4.7359)  -0.1454
H (2.7350, 1.2866, 3.1454)  0.1210
H (1.4285, 0.4027, 3.9717)  0.1194
H (-0.8155, 1.3230, 4.0293)  0.1264
H (-1.1450, 2.8813, 3.2533)  0.1268
H (0.5200, 1.2304, 6.0001)  0.1339
H (1.1561, 2.7276, 6.7070)  0.1336
H (3.5691, 3.3192, 4.0791)  0.1336
H (2.8989, 3.9251, 5.6047)  0.1338
H (2.2726, 3.4242, 2.1073)  0.1202
H (0.6293, 4.0797, 2.1252)  0.1153
H (-0.2848, 4.8912, 4.1858)  0.1355
H (0.6917, 4.8318, 5.6654)  0.1339
N (0.3268, -1.9409, 3.0487)  0.2237
C (-0.8155, -1.3337, 2.6717)  -0.5435
N (-1.9697, -1.9961, 2.8381)  0.2217
O (-0.8660, -0.1499, 2.2586)  -0.0264
H (0.3414, -2.9389, 3.1775)  0.1237
H (1.1705, -1.5038, 2.7091)  0.0633
H (-1.9785, -2.9873, 3.0039)  0.1062
H (-2.7912, -1.5967, 2.4176)  0.1173



Q: M of number 4 (C4H10NO3)?
A: 120.1 g/mol